A 5-piece molecular cluster, C37H99FN13O6P4S overall, computed with ωB97M-V/def2-TZVPD.

Geometry as XYZ:
```
161
Properties=species:S:1:pos:R:3:forces:R:3
S 4.1391 -0.9146 -5.7815 -0.1407 -0.4036 1.0812
P -0.4580 5.7642 5.3001 2.2866 5.4135 -5.8980
P 4.5950 6.3347 0.3684 5.4378 1.3590 -6.2201
P -4.7379 -4.7453 2.7376 -3.9577 6.9938 2.2294
P -0.3684 -7.3057 -3.7793 7.8079 0.9496 -2.6587
F 3.0553 1.4460 -0.5240 -2.2840 1.7217 1.0714
O -4.0584 -3.7258 1.7909 2.2018 -3.5709 -1.5276
O 0.4449 6.7633 6.0644 -1.0910 -2.9213 3.2105
O 0.2923 -6.6675 -2.5328 -4.1001 -0.6301 1.6797
O -1.5255 -0.9166 -1.1855 0.3361 -2.4913 0.5292
O -0.2996 -1.9462 1.4117 -0.6448 -0.5408 -2.1149
O 3.8151 5.7232 -0.8214 -3.2185 -0.7253 3.1534
N 0.8120 5.3199 4.2537 2.2047 -0.5413 -0.7890
N -1.4126 7.0498 4.6591 -1.4602 1.2997 -0.5080
N 5.4914 7.0376 1.7361 -1.9782 -0.5583 3.2391
N -6.2851 -4.3803 2.1226 -1.3643 0.4960 -1.5905
N 0.7714 -8.5726 -3.8126 1.2423 -1.3868 0.8659
N -5.5191 -5.9174 3.8259 1.6300 -3.4263 -0.4733
N -1.4958 4.6156 4.4214 -1.4908 -2.5900 2.4188
N 0.1066 -5.9738 -4.7670 0.0526 2.0862 -1.1482
N 5.9649 5.3400 0.0382 1.4589 -1.4793 -0.0024
N -1.1279 -8.0394 -5.2122 -3.7140 -0.5610 0.6960
N -0.9552 0.0491 -1.9229 -0.3963 3.8696 -0.7092
N -4.3428 -3.7915 4.1194 0.8749 0.8604 1.7122
N 4.7000 7.8529 -0.3991 -0.7694 1.5896 -1.1959
C -2.4331 4.9367 3.3474 -0.2398 0.8380 -0.0029
C 0.7756 5.0861 2.8216 -0.4725 -0.1082 0.0486
C -4.7755 -7.1823 3.7479 -0.1996 -0.5184 -0.0947
C -0.9172 -7.6481 -6.6042 0.3210 0.7947 -0.1569
C -0.7445 -2.1598 -1.1692 0.3881 -2.8605 0.8919
C 3.4704 8.6422 -0.2827 -0.3749 -0.5662 -0.1462
C 0.6656 1.5419 -5.1586 0.3926 -0.4020 -0.4471
C -0.9240 7.8731 3.5573 0.1609 -0.0556 -0.1794
C -2.2520 -0.6419 -4.2238 0.2468 -0.7584 1.4530
C 0.3771 0.6434 -1.5151 3.2720 4.0445 -0.1130
C -1.9213 7.9639 5.6972 -0.1049 -0.2478 0.3153
C -7.5368 -4.2158 2.8389 -0.0553 -0.4067 0.4730
C 1.9402 2.1909 0.1334 -0.8183 -0.8497 0.2474
C -2.9108 -3.4517 4.1956 0.0404 -0.4703 -0.0698
C 0.6759 -3.9588 0.1432 -1.2283 0.4671 -0.8152
C -5.0939 -2.5813 4.4382 -0.2570 0.0522 0.0039
C -0.3122 1.4074 -3.8503 -1.1034 1.4659 -0.6394
C -2.2035 3.7886 5.4087 -0.0186 -0.4813 0.0442
C 4.7881 6.6831 2.9766 -0.1683 0.3815 0.3821
C 0.2645 -2.3379 0.1113 0.7933 -1.4811 -0.7117
C 2.2056 1.0289 -4.9371 -0.0330 -0.3628 -0.5051
C -5.8868 -5.6957 5.2226 0.4207 0.6664 0.4747
C -0.9400 -0.0530 -3.4383 3.3573 -1.1360 -2.3758
C -2.5763 -8.1141 -4.9763 -0.3045 -0.4598 -0.0370
C 2.3592 -0.5975 -5.2838 -0.6238 1.2623 1.8200
C -0.3049 -4.6707 -4.2154 -0.3620 -0.3925 0.0007
C -6.5682 -5.0447 0.8472 0.6388 0.1671 -0.2227
C 0.3760 2.0258 -2.4569 -1.9151 -0.5375 -0.9816
C 6.9271 6.9259 1.9840 0.4577 -0.6691 -0.3848
C 1.7417 4.3587 4.8538 -0.0547 0.4221 0.6068
C 6.8688 5.6464 -1.0661 0.1034 0.2275 -0.1146
C 0.5759 1.2378 0.0010 0.1264 -1.0514 1.1457
C 0.4802 -9.6335 -2.8441 -0.1511 0.4617 0.5399
C 1.4410 -9.1684 -4.9544 -0.3818 -0.0479 -0.4940
C 5.6294 3.9079 -0.0543 -0.2053 0.0873 0.2911
C 5.8250 8.7679 -0.4628 0.3144 0.0133 0.5312
C 1.4836 -5.8338 -5.2302 0.2085 -0.1634 -0.1061
H -3.0745 -8.7617 -5.7045 0.1086 0.1153 0.0060
H 0.3768 -4.3209 -3.4298 -0.0370 -0.0379 0.0908
H 6.3334 5.8824 -1.9887 -0.0019 0.0322 -0.1604
H 1.3937 2.5994 -2.5838 -1.9759 -1.6533 0.1942
H 3.3894 9.0936 0.7116 -0.0360 0.2605 0.0780
H 7.2477 5.8950 2.1690 0.0363 0.1011 -0.0603
H -6.4114 -6.5737 5.6203 0.1351 -0.1748 -0.5301
H 1.6992 -6.5106 -6.0513 0.0434 -0.2137 0.0112
H 1.3603 -10.2476 -2.6367 -0.0042 0.0943 -0.1970
H -6.5942 -4.8737 5.3381 0.2703 0.0810 -0.1676
H 6.7511 8.2838 -0.7557 -0.0117 -0.2050 0.1272
H -5.0195 -5.5178 5.8675 -0.1199 0.0379 -0.0208
H 5.6636 9.5303 -1.2350 -0.3494 -0.2260 0.0961
H -2.9725 4.3726 5.9288 -0.1483 -0.2124 0.0305
H 1.1344 -4.2628 -0.9164 -0.8886 0.5119 2.4431
H -0.3907 1.8317 0.3588 2.0961 -1.0617 -0.9316
H 0.0039 -0.7644 -3.6072 -2.2556 1.1033 0.1379
H 2.2061 2.2741 1.2725 -0.4405 -0.1976 -2.3294
H -3.1458 -0.7273 -3.4383 1.7635 0.4383 -1.9048
H 7.2063 7.5152 2.8666 -0.5677 0.0721 -0.0083
H -0.3663 -4.5290 0.2577 2.3993 0.9790 -0.1512
H 1.2656 -1.7762 -0.1675 -2.1074 -0.6415 1.2386
H -0.1215 -2.3761 -2.1352 -1.2916 0.7815 1.6147
H 7.5206 7.3456 1.1708 -0.2192 -0.2252 -0.0994
H 1.7900 5.0676 2.4041 0.0668 -0.0257 0.3692
H -4.5874 -1.9818 5.2090 0.1902 -0.3215 -0.2829
H -1.5374 -3.0488 -1.0891 1.4648 2.2025 -0.2223
H -5.6964 -5.0049 0.1841 -0.0282 0.0225 0.1742
H -0.4184 2.8275 -2.0883 1.7362 -1.7226 -0.2319
H 7.5338 6.4688 -0.8211 -0.0334 0.2289 0.0037
H 2.8892 1.6961 -5.6432 -1.3705 -1.7467 1.4260
H -1.2805 2.0162 -4.1486 1.9566 -0.8152 0.7602
H -1.2402 -2.3048 1.4699 1.6866 0.4586 -0.1862
H 1.3166 3.3496 4.8488 0.0749 -0.2745 -0.0951
H -1.5009 3.4121 6.1597 0.0382 0.0531 0.0518
H 2.5864 8.0136 -0.4399 0.1694 -0.0278 0.0303
H 1.3586 0.1087 -1.9283 -2.5639 0.3648 1.1631
H -0.3404 -3.9089 -5.0031 0.0916 -0.1876 -0.1261
H -0.9986 7.3532 2.6071 0.1248 -0.1810 -0.1407
H -1.5455 8.7695 3.4151 0.0580 -0.2662 0.3935
H -1.1645 8.6935 6.0119 -0.0792 -0.1479 0.0630
H 2.2946 -9.7771 -4.6311 -0.2696 0.1207 0.3172
H 2.1332 -1.1879 -4.2737 0.3931 1.0594 -2.2913
H 4.8955 3.6314 0.7128 0.0311 0.0119 -0.1181
H -2.5212 0.0082 -5.1617 0.5553 -1.3319 1.9895
H -2.8857 4.0185 2.9522 0.2906 -0.2322 0.4143
H 4.9094 5.6170 3.2040 0.0053 0.0223 0.2580
H -7.3865 -4.5597 0.3087 -0.0248 0.0199 0.2123
H 1.5654 -0.8985 -6.0895 1.9448 0.3537 1.2896
H -1.2593 -6.6294 -6.8159 0.0863 -0.0628 -0.0321
H 0.7383 2.6659 -5.5525 -0.5141 -2.3667 1.2817
H 0.7813 -9.8200 -5.5355 -0.0565 -0.1145 -0.1415
H 2.7014 4.3401 4.3308 -0.1157 0.0589 -0.1387
H 2.6276 1.1581 -3.8537 -0.9495 0.0127 -1.9353
H -4.6006 -7.4543 2.7016 0.0507 0.0520 -0.0754
H -5.2491 -1.9455 3.5635 -0.0551 0.1445 -0.0839
H -6.0563 -2.8146 4.8831 -0.2008 -0.0644 -0.0965
H -1.3130 -4.7319 -3.7871 0.1261 0.0073 0.0391
H -1.9377 5.3935 2.4898 0.0625 0.1880 0.2670
H -2.7769 -8.5366 -3.9861 0.0273 0.0324 0.0845
H -1.6137 0.8717 -1.7705 0.7394 -1.0813 0.1112
H -8.2908 -3.7385 2.2008 0.3428 -0.1368 -0.2125
H 3.7167 6.8861 2.8751 -0.1017 -0.0285 -0.0404
H -2.2928 -4.3078 3.8981 -0.0511 0.1404 -0.0100
H -2.2415 7.4033 6.5842 0.1035 0.1076 -0.0862
H -3.0310 -7.1168 -5.0160 -0.2297 -0.0866 -0.0983
H -1.4677 -8.3205 -7.2743 -0.1500 -0.1890 0.5130
H -0.3256 -10.2809 -3.2054 -0.0024 -0.2646 -0.0395
H -3.7999 -7.0936 4.2410 -0.0180 -0.2490 0.0644
H 1.8761 -8.4333 -5.6237 -0.1649 0.1635 -0.0147
H 5.2118 3.6441 -1.0342 -0.0704 -0.0035 0.1355
H 0.1663 -9.2098 -1.8833 0.0280 0.0530 -0.1687
H 1.7612 3.2619 -0.3074 0.8735 -2.1984 0.4992
H 2.2101 -5.9987 -4.4312 0.1444 -0.0070 0.0650
H -7.4536 -3.5532 3.6944 0.2090 -0.0733 0.0940
H -1.9940 -1.7741 -4.5010 -0.6434 2.6666 0.3304
H 4.8312 -1.0600 -4.5363 -1.4064 0.2683 -1.4194
H 1.9623 4.6257 5.8937 -0.1170 0.0386 -0.1516
H 6.5176 3.2888 0.1181 -0.0003 0.2520 0.0075
H 0.1257 -7.7465 -6.9076 -0.0433 0.1778 0.2656
H 0.1083 8.1979 3.7068 0.1318 0.1050 -0.0457
H 0.2143 0.9309 -6.0746 0.8402 1.2349 1.9538
H 1.6678 -4.8369 -5.6572 -0.3125 -0.1081 0.2792
H 7.5522 4.8099 -1.2739 -0.4154 -0.0164 0.2169
H 5.9921 9.2949 0.4815 0.0838 0.1129 0.1289
H -2.6262 -3.1964 5.2232 -0.2327 -0.0509 -0.0916
H -6.8233 -6.0979 1.0042 -0.2186 -0.1398 -0.0820
H -7.9559 -5.1685 3.1769 -0.1155 -0.1157 0.0884
H 3.4225 9.4339 -1.0348 0.1990 -0.0495 0.0533
H -2.6523 -2.6050 3.5473 0.0282 -0.0786 -0.0015
H 0.7240 0.3739 0.7933 -0.4431 1.6217 -1.7378
H -2.6723 2.9145 4.9462 0.0023 0.1315 -0.0305
H 0.2763 5.8786 2.2736 -0.2007 0.0470 0.1196
H -5.3301 -8.0092 4.2023 0.0355 0.1533 0.0320
H 5.1433 7.2715 3.8283 0.0435 -0.0891 -0.1156
H -3.2521 5.5847 3.6774 0.0815 -0.0017 -0.1065
H -2.7982 8.5135 5.3352 0.1308 -0.1798 -0.1530
H 0.3026 4.1337 2.5631 -0.1452 -0.2566 -0.1265
H 1.3871 -4.2246 1.0339 -1.3958 0.7075 -1.8455
```
Forces are in eV/Å.

Computed properties:
molar mass = 997.2 g mol⁻¹
net charge = +1
Kohn-Sham gap = 0.2305 hartree

---

One molecule with the formula C3H5N5, computed with ωB97M-V/def2-TZVPD.

Geometry as XYZ:
```
13
Properties=species:S:1:pos:R:3:forces:R:3
N -0.2089 2.0043 -0.0718 0.1890 0.4095 -0.3561
N -1.3720 -0.7841 -0.3783 -2.0924 0.1099 0.5143
N 0.7519 -1.3042 0.1699 0.2680 0.1805 0.6224
N -0.2798 -0.3669 0.3547 1.5422 0.4689 -0.6881
N 1.8145 0.6832 -0.0552 -1.9177 -2.5146 -0.7057
C 1.9028 -0.6465 -0.0871 0.2082 2.6356 0.7224
C -2.4638 -0.2596 0.0593 0.4096 -0.8637 -1.0536
C 0.3611 0.8957 -0.0247 1.9645 -0.1978 1.2921
H -3.4352 -0.5859 -0.3712 0.9415 0.4698 0.1655
H 0.4291 -2.1023 -0.3080 -0.0956 -1.1962 -0.5687
H -2.4019 0.4566 0.8614 -0.4409 0.0634 0.4127
H -1.1849 1.8444 0.0939 -0.7227 0.3742 -0.0812
H 2.8525 -1.1773 -0.0962 -0.2535 0.0605 -0.2760
```
Forces are in eV/Å.

Computed properties:
molar mass = 111.1 g mol⁻¹
net charge = 0
Kohn-Sham gap = 0.3422 hartree
SMILES = [H]/N=c1/nc[nH]n1N=C
ΔE to the lowest compared entry with this formula, charge and spin = 329.85 kJ/mol

---

One molecule with the formula C4H9NOS2, computed with ωB97M-V/def2-TZVPD.

Geometry as XYZ:
```
17
Properties=species:S:1:pos:R:3:forces:R:3
S -1.4540 2.2747 1.4064 0.1150 -1.5897 -1.5234
S -1.3081 1.7419 3.3188 0.2390 -0.5083 1.4992
O 1.1559 0.2660 -2.8367 -0.4524 -1.3645 1.1704
N 1.3624 0.1745 -0.5329 0.4399 1.4616 -0.9023
C -0.8743 0.6769 0.4127 -1.3685 -0.1454 2.3602
C 0.4961 -1.7785 -1.6110 -4.0592 3.4888 -1.4174
C 0.9707 -0.3853 -1.8162 2.0929 1.7895 1.4427
C 0.5375 0.1629 0.6794 0.4787 4.1996 -0.2777
H 0.4624 -0.7447 1.1115 0.0319 -3.2308 1.1523
H 1.0983 -2.5452 -1.7710 3.5381 -3.0365 -0.0395
H -2.4106 1.0006 3.7062 0.3022 0.5107 -0.8259
H -0.0010 -1.7452 -0.6550 -0.2734 -0.8353 0.0772
H 0.9556 0.8285 1.5255 0.0173 -0.9383 -1.5809
H 1.7380 1.1339 -0.6678 -0.3501 -1.0191 -0.1643
H -0.1900 -1.9139 -2.4607 -0.5818 -0.0874 0.5489
H -1.0082 1.0453 -0.5932 -0.3199 -0.4170 -0.3752
H -1.5307 -0.1923 0.7842 0.1503 1.7218 -1.1445
```
Forces are in eV/Å.

Computed properties:
molar mass = 151.3 g mol⁻¹
net charge = 0
Kohn-Sham gap = 0.3524 hartree
SMILES = CC(=O)NCCSS
ΔE to the lowest compared entry with this formula, charge and spin = 151.01 kJ/mol

---

Calculated total energy for the records above, in order: -122309.8572, -10639.4555, -29500.9179 eV
LUMO level for the records above, in order: -3.2, 0.5, 0.4 eV
Strongest force on any atom for the records above, in order: 8.37, 3.24, 5.54 eV/A